1 | DFT (ωB97M-V/def2-TZVPD) results for a molecular structure, C2H5N3OS.

* lowest unoccupied orbital energy (alpha / beta): -0.0595 / -0.0596 Eh
* M: 119.149 g/mol
* HOMO level (alpha / beta): -9.268 / -9.267 eV

Last column: Mulliken charge in e.
Atoms and positions in Å:
1 C -0.26 0.43 2.45  0.513
2 C -0.38 0.26 -1.32  -0.662
3 N -1.29 0.12 2.93  -0.533
4 N 0.54 -1.70 0.40  -0.396
5 N 0.77 0.83 1.86  -0.621
6 O 2.11 -0.11 -0.73  -0.578
7 S 0.76 -0.18 -0.19  0.826
8 H -0.01 1.27 -1.62  0.251
9 H -1.36 0.10 -1.05  0.345
10 H 1.15 -2.41 -0.05  0.269
11 H -0.18 -1.92 1.14  0.269
12 H 1.74 0.61 1.96  0.316

---

2 | DFT (ωB97M-V/def2-TZVPD) results for a single C2H5N3OS molecule.

* lowest unoccupied orbital energy: 0.0242 Eh
* M: 119.149 g/mol
* structure (SMILES): O/N=C\N/C=N\S
* HOMO level: -8.595 eV

Last column: Mulliken charge in e.
Atoms and positions in Å:
1 C 0.64 -0.34 0.55  0.125
2 C -1.02 0.72 -0.99  0.138
3 H 1.07 -3.44 1.82  0.159
4 H 0.98 0.66 0.75  0.440
5 H -0.60 -1.27 -0.74  0.161
6 H -1.78 0.48 -1.77  0.292
7 H 0.10 3.34 -0.19  0.337
8 N 1.20 -1.32 1.13  -0.435
9 N -0.39 -0.34 -0.41  -0.180
10 N -0.96 1.98 -0.83  -0.461
11 O 0.08 2.41 -0.01  -0.357
12 S 0.68 -2.88 0.68  -0.219

---

Quick one: most stable of them? 2

---

1 | DFT (ωB97M-V/def2-TZVPD) results for a single C2H5N3OS molecule.

* lowest unoccupied orbital energy: 0.0154 Eh
* M: 119.149 g/mol
* structure (SMILES): [H]/N=C/NC(=S)NO
* HOMO level: -8.813 eV

Last column: Mulliken charge in e.
Atoms and positions in Å:
1 C 0.64 0.26 -0.22  0.343
2 C -1.80 -0.15 -0.13  -0.013
3 H 2.69 0.99 0.30  0.283
4 H 1.61 -1.41 0.56  0.265
5 H -0.36 -1.45 -0.75  0.290
6 H -2.50 -0.95 -0.42  0.308
7 H -3.13 0.97 0.51  0.236
8 N 1.71 -0.55 0.01  -0.161
9 N -0.47 -0.53 -0.38  -0.222
10 N -2.12 0.92 0.49  -0.538
11 O 2.93 0.02 0.26  -0.367
12 S 0.82 1.90 -0.23  -0.425

---

2 | DFT (ωB97M-V/def2-TZVPD) results for a single C2H5N3OS molecule.

* lowest unoccupied orbital energy: 0.0208 Eh
* M: 119.149 g/mol
* structure (SMILES): [H]/N=C\N(O)/C=N\S
* HOMO level: -8.883 eV

Last column: Mulliken charge in e.
Atoms and positions in Å:
1 C 0.52 1.00 -0.10  0.161
2 C -1.76 0.30 -0.04  0.086
3 H 3.88 -0.01 0.00  0.170
4 H 0.12 2.02 -0.05  0.235
5 H 0.35 -1.68 0.65  0.361
6 H -1.93 1.38 0.07  0.255
7 H -2.31 -1.44 -0.18  0.304
8 N 1.80 0.91 -0.13  -0.393
9 N -0.42 -0.02 0.18  0.086
10 N -2.76 -0.48 -0.20  -0.610
11 O -0.13 -1.35 -0.12  -0.500
12 S 2.65 -0.62 -0.09  -0.153

---

3 | DFT (ωB97M-V/def2-TZVPD) results for a single C2H5N3OS molecule.

* lowest unoccupied orbital energy: 0.0095 Eh
* M: 119.149 g/mol
* structure (SMILES): [H]/N=C(/N)N(S)C=O
* HOMO level: -9.408 eV

Last column: Mulliken charge in e.
Atoms and positions in Å:
1 C -0.53 -0.67 -0.06  0.536
2 C 0.02 1.64 -0.68  0.119
3 H -0.60 -2.56 0.58  0.260
4 H 0.96 -1.95 0.53  0.183
5 H -1.96 0.12 -1.10  0.322
6 H 1.66 0.60 2.01  0.184
7 H 0.75 2.47 -0.55  0.333
8 N -0.02 -1.76 0.57  -0.412
9 N -1.71 -0.73 -0.59  -0.754
10 N 0.38 0.47 -0.01  -0.045
11 O -0.93 1.90 -1.41  -0.549
12 S 1.98 0.48 0.69  -0.175

---

4 | DFT (ωB97M-V/def2-TZVPD) results for a single C2H5N3OS molecule.

* lowest unoccupied orbital energy: 0.0245 Eh
* M: 119.149 g/mol
* structure (SMILES): N/N=C/N(S)C=O
* HOMO level: -9.092 eV

Last column: Mulliken charge in e.
Atoms and positions in Å:
1 C -0.90 -0.62 0.00  0.176
2 C 1.42 -1.17 0.00  0.273
3 H -3.59 0.05 -0.79  0.267
4 H -3.60 0.06 0.81  0.272
5 H -0.99 -1.75 0.02  0.156
6 H 2.19 1.16 0.01  0.210
7 H 1.05 -2.20 0.00  0.220
8 N -3.11 -0.41 -0.01  -0.681
9 N -1.85 0.23 0.01  -0.237
10 N 0.41 -0.24 -0.01  0.061
11 O 2.63 -0.89 0.00  -0.576
12 S 0.79 1.47 0.00  -0.139

---

Quick one: most stable of them? 3

---

1 | DFT (ωB97M-V/def2-TZVPD) results for a molecular structure, C2H5N3OS.

* lowest unoccupied orbital energy: 0.0157 Eh
* M: 119.149 g/mol
* HOMO level: -9.221 eV

Last column: Mulliken charge in e.
Atoms and positions in Å:
1 C -0.15 -1.25 0.55  0.108
2 C -0.04 1.92 -0.57  0.019
3 H 1.61 -1.00 2.86  0.320
4 H -1.26 -1.78 1.12  0.272
5 H 1.39 0.57 -0.95  0.346
6 H 0.70 2.82 -0.70  0.269
7 H -1.75 1.72 -0.40  0.229
8 N 1.09 -1.00 0.95  -0.273
9 N 0.31 0.67 -1.03  -0.294
10 N -1.15 2.51 -0.16  -0.558
11 O 1.05 -1.44 2.24  -0.391
12 S -0.61 -0.63 -1.13  -0.048

---

2 | DFT (ωB97M-V/def2-TZVPD) results for 2 unconnected molecules or ions with the total composition C2H5N3OS.

* lowest unoccupied orbital energy: -0.0373 Eh
* M: 119.149 g/mol
* HOMO level: -9.795 eV

Last column: Mulliken charge in e.
Atoms and positions in Å:
1 C -0.01 0.05 -0.10  0.861
2 C 1.12 -0.82 -0.23  -0.396
3 H -3.19 -0.45 -1.15  0.175
4 H -1.10 -1.38 1.42  0.290
5 H -0.89 1.90 -0.02  0.232
6 H 0.82 -1.82 -0.21  0.463
7 H 2.00 1.31 -0.11  0.380
8 N -1.28 -0.52 0.08  -0.449
9 N 0.05 1.33 -0.17  -0.736
10 N 2.41 -0.56 0.03  -0.301
11 O 2.78 0.74 0.29  -0.339
12 S -2.72 0.23 0.16  -0.181

---

3 | DFT (ωB97M-V/def2-TZVPD) results for a single C2H5N3OS molecule.

* lowest unoccupied orbital energy: 0.0169 Eh
* M: 119.149 g/mol
* structure (SMILES): [H]/N=C(\NN)SC=O
* HOMO level: -9.394 eV

Last column: Mulliken charge in e.
Atoms and positions in Å:
1 C 0.55 -1.02 -0.05  0.542
2 C -2.04 -0.27 -0.09  0.279
3 H 0.78 1.35 1.43  0.209
4 H -0.17 2.16 0.36  0.219
5 H 1.63 0.61 -0.83  0.296
6 H 2.47 -1.39 -0.40  0.234
7 H -1.22 0.63 -0.57  0.310
8 N 0.16 1.25 0.62  -0.484
9 N 0.71 0.46 -0.57  -0.393
10 N 1.54 -1.83 0.00  -0.624
11 O -3.30 -0.22 -0.22  -0.501
12 S -1.13 -1.73 0.30  -0.086

---

Quick one: most stable of them? 3

---

1 | DFT (ωB97M-V/def2-TZVPD) results for a molecular structure, C2H3BrFN.

* lowest unoccupied orbital energy: -0.0169 Eh
* M: 139.955 g/mol
* HOMO level: -9.060 eV

Last column: Mulliken charge in e.
Atoms and positions in Å:
1 C 0.66 0.34 0.56  -0.274
2 C -0.35 -0.62 0.01  0.232
3 N 0.41 -0.05 -0.85  -0.141
4 F -0.75 -1.85 0.22  -0.147
5 Br -2.62 0.70 0.08  -0.425
6 H 0.43 1.39 0.79  0.282
7 H 1.69 -0.10 0.98  0.214
8 H 0.54 0.19 -1.79  0.260

---

2 | DFT (ωB97M-V/def2-TZVPD) results for a molecular structure, C2H3BrFN.

* lowest unoccupied orbital energy: -0.0332 Eh
* M: 139.955 g/mol
* HOMO level: -9.817 eV

Last column: Mulliken charge in e.
Atoms and positions in Å:
1 C 0.52 0.01 0.75  -0.403
2 C -0.27 0.48 -0.43  0.325
3 N -0.82 -0.29 0.55  -0.301
4 F -0.68 1.67 -0.88  -0.165
5 Br 0.55 -0.73 -2.48  -0.302
6 H 1.34 -0.57 0.38  0.260
7 H 0.73 0.56 1.53  0.305
8 H -1.36 -1.14 0.59  0.282

---

Quick one: most stable of them? 2

---

1 | DFT (ωB97M-V/def2-TZVPD) results for a single ClF molecule.

* lowest unoccupied orbital energy: -0.0591 Eh
* M: 54.451 g/mol
* structure (SMILES): FCl
* HOMO level: -12.131 eV

Last column: Mulliken charge in e.
Atoms and positions in Å:
1 F 1.04 0.40 -0.08  -0.186
2 Cl -0.55 -0.21 0.04  0.186

---

2 | DFT (ωB97M-V/def2-TZVPD) results for a single ClF molecule.

* lowest unoccupied orbital energy: -0.0198 Eh
* M: 54.451 g/mol
* structure (SMILES): FCl
* HOMO level: -11.752 eV

Last column: Mulliken charge in e.
Atoms and positions in Å:
1 F -0.67 -0.35 -0.24  -0.147
2 Cl 0.67 0.35 0.24  0.147

---

Quick one: most stable of them? 2

---

1 | DFT (ωB97M-V/def2-TZVPD) results for a single C4H5FO2 molecule.

* lowest unoccupied orbital energy: 0.0284 Eh
* M: 104.080 g/mol
* structure (SMILES): C/C(F)=C/C(=O)O
* HOMO level: -10.326 eV

Last column: Mulliken charge in e.
Atoms and positions in Å:
1 C -2.51 -0.72 0.03  -1.043
2 C -1.19 -0.06 0.00  0.602
3 C -0.02 -0.66 -0.09  -0.397
4 C 1.29 0.01 -0.01  0.608
5 H -3.10 -0.39 -0.82  0.295
6 H -2.48 -1.84 0.00  0.294
7 H -3.13 -0.38 0.92  0.289
8 H -0.02 -1.76 -0.15  0.268
9 H 3.14 -0.38 0.09  0.324
10 O 2.34 -0.92 0.05  -0.480
11 O 1.59 1.14 -0.01  -0.512
12 F -1.25 1.29 0.01  -0.247

---

2 | DFT (ωB97M-V/def2-TZVPD) results for a single C4H5FO2 molecule.

* lowest unoccupied orbital energy: 0.0172 Eh
* M: 104.080 g/mol
* structure (SMILES): O=C1C[C@@H](O)[C@H]1F
* HOMO level: -9.839 eV

Last column: Mulliken charge in e.
Atoms and positions in Å:
1 C 0.66 -0.16 0.37  -0.024
2 C -0.37 -0.93 -0.50  -0.657
3 C -1.43 0.12 -0.09  0.240
4 C -0.28 1.06 0.41  0.156
5 H 2.39 -0.69 -0.24  0.322
6 H 0.79 -0.57 1.35  0.350
7 H -0.63 -1.98 -0.34  0.346
8 H -0.11 -0.79 -1.56  0.258
9 H -0.36 1.59 1.43  0.279
10 O 1.92 0.14 -0.21  -0.529
11 O -2.59 0.19 -0.07  -0.468
12 F 0.03 2.00 -0.56  -0.274

---

3 | DFT (ωB97M-V/def2-TZVPD) results for a single C4H5FO2 molecule.

* lowest unoccupied orbital energy: 0.0281 Eh
* M: 104.080 g/mol
* structure (SMILES): C[C@@]1(F)COC1=O
* HOMO level: -10.519 eV

Last column: Mulliken charge in e.
Atoms and positions in Å:
1 C -1.97 0.31 -0.72  -1.126
2 C -0.62 -0.05 -0.10  0.762
3 C 0.30 -1.48 -0.25  -0.424
4 C 0.93 0.51 -0.01  0.379
5 H -2.01 0.61 -1.96  0.287
6 H -2.72 -0.37 -0.33  0.313
7 H -2.16 1.40 -0.45  0.323
8 H 0.40 -1.86 -1.36  0.275
9 H -0.02 -2.03 0.55  0.323
10 O 1.63 -0.78 -0.13  -0.327
11 O 1.28 1.65 -0.06  -0.479
12 F -0.96 -0.05 1.29  -0.306

---

4 | DFT (ωB97M-V/def2-TZVPD) results for 2 unconnected molecules or ions with the total composition C4H5FO2.

* lowest unoccupied orbital energy: 0.0193 Eh
* M: 104.080 g/mol
* HOMO level: -9.166 eV

Last column: Mulliken charge in e.
Atoms and positions in Å:
1 C 1.66 1.22 -0.52  0.408
2 C 3.13 -0.32 -0.04  0.386
3 C 0.18 -0.55 0.46  -0.980
4 C 0.48 0.96 0.38  -0.194
5 O 1.89 1.93 -1.43  -0.380
6 O 3.75 -1.04 -0.78  -0.484
7 F 3.34 -0.28 1.22  -0.176
8 H -0.85 -0.77 0.98  0.285
9 H 1.03 -1.06 0.89  0.321
10 H -0.01 -1.04 -0.55  0.304
11 H 0.86 1.50 1.29  0.241
12 H -0.46 1.56 -0.06  0.269

---

Quick one: most stable of them? 1